Below is 2 unconnected molecules or ions with the total composition C4H3I at a distorted geometry, with properties calculated with the ωB97M-V functional and the def2-TZVPD basis.

```
8
Properties=species:S:1:pos:R:3:nbo_charge:R:1
C 1.57 1.29 0.08 -0.175
C 2.47 0.48 0.03 -0.487
C -1.84 -0.70 0.11 -0.535
C -1.04 0.31 -0.08 0.183
I 4.33 -0.40 -0.03 0.254
H -2.89 -0.64 -0.17 0.273
H -1.53 -1.64 0.54 0.261
H -1.07 1.30 -0.46 0.225
```

Properties
Calculated total energy   -451.59226 Ha
Strongest force on any atom   0.075 hartree/bohr
HOMO-LUMO gap (spin up / spin down)   0.2272 / 0.2276 Ha
Charge   0